Record 1
ORCA calculation (the ωB97M-V functional and the def2-TZVPD basis) on one molecule with the formula C2H5NOS2.

The geometry in ORCA input format:
```
! wB97M-V def2-TZVPD RIJCOSX def2/J DEFGRID3
* xyz 0 1
C 0.438 1.093 -0.529
C 1.063 0.194 0.491
H 0.960 0.048 -2.483
H 1.167 1.822 -0.905
H -0.362 1.753 -0.108
H 0.592 -1.272 1.946
H -1.956 0.096 2.026
N 0.177 -0.537 1.338
O 2.252 0.013 0.596
S -0.266 0.263 -1.932
S -1.526 -0.670 1.033
*
```

As for the SMILES: O=C(CS)NS. The value obtained for the orbital gap is 9.85 eV. The calculation puts the maximum force at 2.3 eV Å⁻¹. The HOMO energy is -0.339 Ha.

=====

Record 2
ORCA calculation (the ωB97M-V functional and the def2-TZVPD basis) on one molecule with the formula C2H5NOS2.

The geometry in ORCA input format:
```
! wB97M-V def2-TZVPD RIJCOSX def2/J DEFGRID3
* xyz 0 1
C 1.870 -2.047 0.280
C -0.940 -1.277 -0.185
N 2.268 1.557 -0.007
O 1.007 1.969 0.339
S 2.599 -0.533 0.370
S 0.322 -2.647 0.141
H -1.284 -1.488 -1.259
H -0.372 -0.401 -0.157
H -1.810 -1.367 0.466
H 2.305 1.775 -1.008
H 0.751 1.717 1.249
*
```

The value obtained for the orbital gap (spin up / spin down) is 7.39 / 7.67 eV. The calculation puts the maximum force at 3.4 eV Å⁻¹. The HOMO energy (spin up / spin down) is -0.288 / -0.308 Ha.

=====

Record 3
ORCA calculation (the ωB97M-V functional and the def2-TZVPD basis) on a 2-piece molecular cluster, C2H5NP2 overall.

The geometry in ORCA input format:
```
! wB97M-V def2-TZVPD RIJCOSX def2/J DEFGRID3
* xyz 0 1
C 1.836 0.863 0.924
C -1.802 -1.040 -0.695
N -1.524 -0.488 0.570
P 1.941 1.258 -0.660
P -0.896 0.059 1.788
H 2.658 0.920 1.769
H -2.207 -0.305 -1.465
H -2.547 -1.847 -0.587
H -0.807 -1.191 -1.160
H 3.348 1.772 -0.485
*
```

The value obtained for the orbital gap (spin up / spin down) is 6.78 / 6.17 eV. The calculation puts the maximum force at 2.9 eV Å⁻¹. The HOMO energy (spin up / spin down) is -0.272 / -0.252 Ha.

=====

Record 4
ORCA calculation (the ωB97M-V functional and the def2-TZVPD basis) on C2H5NS as an isolated structure.

The geometry in ORCA input format:
```
! wB97M-V def2-TZVPD RIJCOSX def2/J DEFGRID3
* xyz 0 3
C -0.168 0.395 0.324
C 0.341 -1.001 -0.007
N 0.975 1.217 -0.054
S 2.021 -0.197 -0.177
H -1.048 0.644 -0.252
H -0.636 0.567 1.290
H 0.109 -1.841 0.687
H -0.042 -1.232 -1.044
H 0.946 1.503 -1.093
*
```

The value obtained for the orbital gap (spin up / spin down) is 6.04 / 8.50 eV. The calculation puts the maximum force at 3.8 eV Å⁻¹. The HOMO energy (spin up / spin down) is -0.189 / -0.378 Ha.

=====

Record 5
ORCA calculation (the ωB97M-V functional and the def2-TZVPD basis) on one molecule with the formula C2H5NS2.

The geometry in ORCA input format:
```
! wB97M-V def2-TZVPD RIJCOSX def2/J DEFGRID3
* xyz 0 1
C 0.157 0.291 -0.330
C 1.333 0.841 0.483
N -1.396 -1.607 -0.535
S -1.386 1.345 -0.335
S -1.062 -0.423 0.639
H -0.672 -1.332 -1.267
H 1.898 1.678 -0.236
H 2.009 0.110 0.754
H 1.237 1.483 1.398
H -2.118 -2.387 -0.572
*
```

The value obtained for the orbital gap is 7.99 eV. The calculation puts the maximum force at 5.2 eV Å⁻¹. The HOMO energy is -0.285 Ha.

=====

Record 6
ORCA calculation (the ωB97M-V functional and the def2-TZVPD basis) on a 2-piece molecular cluster, C2H5NSi overall.

The geometry in ORCA input format:
```
! wB97M-V def2-TZVPD RIJCOSX def2/J DEFGRID3
* xyz 0 1
C 0.866 0.041 -0.187
C -0.085 -2.169 0.996
N -0.399 -2.063 2.111
Si -0.045 1.329 -0.980
H 1.925 0.029 -0.453
H -0.604 -1.774 3.112
H -1.539 1.665 -0.712
H 0.507 -0.704 0.498
H 0.536 2.211 -1.938
*
```

The value obtained for the orbital gap is 8.83 eV. The calculation puts the maximum force at 3.2 eV Å⁻¹. The HOMO energy is -0.303 Ha.

=====

Record 7
ORCA calculation (the ωB97M-V functional and the def2-TZVPD basis) on a 2-piece molecular cluster, C2H5O overall.

The geometry in ORCA input format:
```
! wB97M-V def2-TZVPD RIJCOSX def2/J DEFGRID3
* xyz -1 1
O 0.842 -2.051 -0.151
H -0.063 -1.731 -0.052
C -0.618 1.323 0.678
C -0.232 0.945 -0.530
H -0.933 2.337 0.912
H -0.734 0.617 1.496
H -0.400 1.589 -1.394
H 0.443 0.095 -0.687
*
```

The value obtained for the orbital gap is 6.46 eV. The calculation puts the maximum force at 1.1 eV Å⁻¹. The HOMO energy is -0.078 Ha.

=====

Record 8
ORCA calculation (the ωB97M-V functional and the def2-TZVPD basis) on a 2-piece molecular cluster, C2H5O overall.

The geometry in ORCA input format:
```
! wB97M-V def2-TZVPD RIJCOSX def2/J DEFGRID3
* xyz 1 1
C -0.487 -1.214 -1.016
C 0.326 0.751 0.777
O -0.349 -0.348 0.819
H -0.548 -2.230 -1.252
H -0.508 -0.360 -1.703
H 0.792 0.871 1.831
H 1.007 0.780 -0.199
H -0.233 1.751 0.744
*
```

The value obtained for the orbital gap (spin up / spin down) is 6.43 / 6.55 eV. The calculation puts the maximum force at 7.9 eV Å⁻¹. The HOMO energy (spin up / spin down) is -0.584 / -0.586 Ha.

=====

Record 9
ORCA calculation (the ωB97M-V functional and the def2-TZVPD basis) on an isolated ion of composition C2H5O2 and charge -1.

The geometry in ORCA input format:
```
! wB97M-V def2-TZVPD RIJCOSX def2/J DEFGRID3
* xyz -1 1
C -0.178 -0.907 0.817
O -0.179 0.488 0.773
H -0.398 -1.257 1.836
H -0.917 -1.325 0.118
H 0.797 -1.330 0.528
O 0.365 0.093 -1.710
C 0.188 1.012 -0.868
H -0.736 1.616 -0.957
H 1.059 1.610 -0.538
*
```

As for the SMILES: COC[O-]. The value obtained for the orbital gap is 7.65 eV. The calculation puts the maximum force at 0.8 eV Å⁻¹. The HOMO energy is -0.104 Ha.

=====

Record 10
ORCA calculation (the ωB97M-V functional and the def2-TZVPD basis) on a 2-piece molecular cluster, C2H5O2S overall.

The geometry in ORCA input format:
```
! wB97M-V def2-TZVPD RIJCOSX def2/J DEFGRID3
* xyz -1 1
C 0.752 -1.354 0.660
S -1.027 -1.612 0.571
H 1.294 -2.043 0.015
H 1.102 -1.505 1.680
H 0.948 -0.341 0.330
O 0.494 1.067 -1.379
C -0.415 1.783 -0.923
O -0.888 1.816 0.241
H -0.881 2.510 -1.639
H -1.380 -0.319 0.444
*
```

The value obtained for the orbital gap is 8.00 eV. The calculation puts the maximum force at 0.5 eV Å⁻¹. The HOMO energy is -0.160 Ha.

=====

Record 11
ORCA calculation (the ωB97M-V functional and the def2-TZVPD basis) on a 2-piece molecular cluster, C2H5O2S overall.

The geometry in ORCA input format:
```
! wB97M-V def2-TZVPD RIJCOSX def2/J DEFGRID3
* xyz -1 1
C 2.159 0.874 0.953
S 1.756 -0.353 -0.398
H 3.204 0.910 1.252
H 1.985 1.880 0.546
H 1.407 0.757 1.728
O -3.050 0.030 0.361
C -1.851 0.077 0.228
O -1.232 -0.386 -0.836
H -1.156 0.569 0.927
H -0.238 -0.561 -0.578
*
```

The value obtained for the orbital gap is 7.21 eV. The calculation puts the maximum force at 1.8 eV Å⁻¹. The HOMO energy is -0.114 Ha.

=====

Record 12
ORCA calculation (the ωB97M-V functional and the def2-TZVPD basis) on C2H5O2Tm as an isolated structure.

The geometry in ORCA input format:
```
! wB97M-V def2-TZVPD RIJCOSX def2/J DEFGRID3
* xyz 2 3
O -0.471 -0.036 1.002
Tm 1.632 0.288 1.091
C -1.485 -0.937 1.424
O 1.591 -0.037 -1.633
C 1.421 1.073 -2.079
H -1.234 -2.012 1.360
H -1.721 -0.737 2.489
H -2.417 -0.815 0.844
H 2.148 1.527 -2.783
H 0.536 1.687 -1.715
*
```

The value obtained for the orbital gap (spin up / spin down) is 8.22 / 6.45 eV. The calculation puts the maximum force at 4.0 eV Å⁻¹. The HOMO energy (spin up / spin down) is -0.713 / -0.689 Ha.

=====

Record 13
ORCA calculation (the ωB97M-V functional and the def2-TZVPD basis) on C2H5O2V as an isolated structure.

The geometry in ORCA input format:
```
! wB97M-V def2-TZVPD RIJCOSX def2/J DEFGRID3
* xyz 0 5
C -0.586 -0.650 -0.058
C 0.531 -0.050 0.787
O 1.378 0.703 -0.008
V 1.005 2.256 -0.812
H -0.139 -1.397 -0.737
H -1.384 -1.078 0.564
H 1.103 -0.882 1.243
H 0.071 0.495 1.637
O -1.133 0.398 -0.858
H -0.845 0.204 -1.758
*
```

The value obtained for the orbital gap (spin up / spin down) is 6.59 / 10.62 eV. The calculation puts the maximum force at 1.3 eV Å⁻¹. The HOMO energy (spin up / spin down) is -0.233 / -0.374 Ha.

=====

Record 14
ORCA calculation (the ωB97M-V functional and the def2-TZVPD basis) on C2H5O2Zn as an isolated structure.

The geometry in ORCA input format:
```
! wB97M-V def2-TZVPD RIJCOSX def2/J DEFGRID3
* xyz 0 2
C 0.727 0.247 1.361
C 1.532 -0.911 0.776
O 0.824 -1.558 -0.228
Zn -0.228 -0.364 -1.146
H -0.122 -0.133 1.951
H 1.350 0.888 2.001
H 1.787 -1.589 1.614
H 2.495 -0.505 0.399
O 0.225 1.013 0.254
H -0.238 1.912 0.553
*
```

The value obtained for the orbital gap (spin up / spin down) is 7.23 / 8.72 eV. The calculation puts the maximum force at 4.0 eV Å⁻¹. The HOMO energy (spin up / spin down) is -0.258 / -0.338 Ha.

=====

Record 15
ORCA calculation (the ωB97M-V functional and the def2-TZVPD basis) on C2H5O2Zn as an isolated structure.

The geometry in ORCA input format:
```
! wB97M-V def2-TZVPD RIJCOSX def2/J DEFGRID3
* xyz 0 2
C 0.696 0.378 0.632
C -0.556 -0.444 0.359
O -1.172 -0.010 -0.802
Zn -1.579 -0.586 -2.359
H 0.401 1.404 0.919
H 1.290 -0.065 1.444
H -1.228 -0.344 1.235
H -0.267 -1.514 0.323
O 1.502 0.421 -0.533
H 0.911 0.761 -1.220
*
```

The value obtained for the orbital gap (spin up / spin down) is 8.69 / 8.24 eV. The calculation puts the maximum force at 2.5 eV Å⁻¹. The HOMO energy (spin up / spin down) is -0.310 / -0.358 Ha.

=====

Record 16
ORCA calculation (the ωB97M-V functional and the def2-TZVPD basis) on C2H5O3PS as an isolated structure.

The geometry in ORCA input format:
```
! wB97M-V def2-TZVPD RIJCOSX def2/J DEFGRID3
* xyz 0 1
C 1.132 -0.273 0.518
C 0.355 0.863 -0.098
O -2.069 0.727 -1.233
O -1.982 0.734 1.215
O -1.193 -1.254 -0.025
P 0.329 -1.888 -0.065
S -1.402 0.365 -0.029
H 2.189 -0.260 0.243
H 1.061 -0.228 1.610
H 0.419 1.795 0.453
H 0.569 1.018 -1.152
H 0.593 -1.598 -1.436
*
```

The value obtained for the orbital gap is 10.96 eV. The calculation puts the maximum force at 1.0 eV Å⁻¹. The HOMO energy is -0.380 Ha.

=====

Record 17
ORCA calculation (the ωB97M-V functional and the def2-TZVPD basis) on a 2-piece molecular cluster, C2H5OP overall.

The geometry in ORCA input format:
```
! wB97M-V def2-TZVPD RIJCOSX def2/J DEFGRID3
* xyz 0 1
C 1.790 -0.399 -0.145
C -1.209 0.487 -0.265
O 1.394 -1.137 -0.914
P -0.347 0.713 1.279
H 2.726 -0.274 0.447
H -2.241 0.122 -0.143
H -0.824 -0.368 -0.926
H -1.132 1.501 -0.798
H -0.157 -0.644 1.464
*
```

The value obtained for the orbital gap (spin up / spin down) is 7.61 / 7.88 eV. The calculation puts the maximum force at 4.8 eV Å⁻¹. The HOMO energy (spin up / spin down) is -0.292 / -0.285 Ha.

=====

Record 18
ORCA calculation (the ωB97M-V functional and the def2-TZVPD basis) on one molecule with the formula C2H5OP.

The geometry in ORCA input format:
```
! wB97M-V def2-TZVPD RIJCOSX def2/J DEFGRID3
* xyz 0 1
C -0.389 0.878 -0.104
C 0.117 -0.518 -0.569
O 0.944 -1.226 0.184
P -1.778 -0.440 0.067
H 0.084 1.189 0.786
H -0.608 1.527 -0.885
H 0.141 -0.497 -1.703
H 0.473 -2.141 0.376
H -1.201 -1.190 1.296
*
```

As for the SMILES: O[C@@H]1CP1. The value obtained for the orbital gap is 9.71 eV. The calculation puts the maximum force at 6.0 eV Å⁻¹. The HOMO energy is -0.331 Ha.

=====

Record 19
ORCA calculation (the ωB97M-V functional and the def2-TZVPD basis) on one molecule with the formula C2H5OP.

The geometry in ORCA input format:
```
! wB97M-V def2-TZVPD RIJCOSX def2/J DEFGRID3
* xyz 0 1
C -0.486 1.092 -0.469
C -0.406 -0.293 -0.013
O -1.396 0.563 0.447
P 0.849 -0.863 1.215
H 0.214 1.815 -0.064
H -0.880 1.318 -1.454
H -0.876 -1.213 -0.814
H 1.938 -0.315 0.537
H 1.043 -2.104 0.616
*
```

As for the SMILES: P[C@@H]1CO1. The value obtained for the orbital gap is 10.80 eV. The calculation puts the maximum force at 4.4 eV Å⁻¹. The HOMO energy is -0.358 Ha.

=====

Record 20
ORCA calculation (the ωB97M-V functional and the def2-TZVPD basis) on a 2-piece molecular cluster, C2H5OS overall.

The geometry in ORCA input format:
```
! wB97M-V def2-TZVPD RIJCOSX def2/J DEFGRID3
* xyz -1 1
S -0.907 1.944 -1.868
H 0.109 2.748 -2.227
C -0.279 -0.692 1.405
C 0.461 -1.057 0.352
O 0.580 -0.385 -0.790
H -0.091 -1.175 2.372
H -0.995 0.092 1.571
H 1.129 -1.910 0.231
H -0.008 0.436 -1.046
*
```

The value obtained for the orbital gap is 7.42 eV. The calculation puts the maximum force at 2.2 eV Å⁻¹. The HOMO energy is -0.117 Ha.